ORCA calculation (ωB97M-V with the def2-TZVPD basis set) on a cluster of 3 separate species, C17H36O11S3 in total.

Last column: Mulliken charge in e.
Element x y z (Å)
1 C -2.24 -2.79 4.84  -1.18
2 C -1.21 -1.72 4.28  -0.56
3 C -1.37 -1.24 2.78  0.60
4 C -2.25 -2.11 1.79  -1.03
5 S -1.31 -2.97 0.42  1.24
6 O -2.02 -4.20 -0.08  -0.65
7 O -1.26 -1.97 -0.72  -0.68
8 O 0.28 -3.30 0.81  -0.36
9 C 0.74 -2.58 1.99  -0.45
10 C 0.12 -1.11 2.13  -0.24
11 C 1.11 -0.20 3.02  -0.62
12 C 2.35 0.33 2.10  -0.76
13 C 1.95 1.51 1.10  -0.20
14 O 1.70 2.78 1.77  -0.32
15 C 2.28 3.78 0.93  0.64
16 C 1.34 4.48 -0.18  -0.84
17 O 3.50 4.07 1.02  -0.50
18 H -3.32 -2.67 4.48  0.27
19 H -2.16 -2.88 5.99  0.36
20 H -1.90 -3.83 4.44  0.27
21 H -1.32 -0.78 4.96  0.33
22 H -0.15 -2.11 4.53  0.17
23 H -1.79 -0.16 2.79  0.52
24 H -2.94 -2.90 2.24  0.40
25 H -2.95 -1.38 1.22  0.32
26 H 1.88 -2.44 1.90  0.32
27 H 0.58 -3.26 2.89  0.19
28 H 0.02 -0.56 1.12  0.19
29 H 0.59 0.65 3.57  0.37
30 H 1.60 -0.92 3.78  0.29
31 H 2.77 -0.53 1.46  0.27
32 H 3.22 0.70 2.74  0.35
33 H 2.85 1.66 0.39  0.18
34 H 1.06 1.27 0.42  0.24
35 H 1.24 5.61 0.00  0.32
36 H 1.89 4.34 -1.18  0.23
37 H 0.29 4.02 -0.20  0.30
38 C 5.91 2.84 -1.22  -1.00
39 C 6.01 4.35 -1.31  -0.27
40 O 6.58 4.77 -2.56  -0.26
41 S 5.67 4.67 -3.89  1.23
42 C 6.74 5.59 -4.96  -0.95
43 O 4.46 5.42 -3.68  -0.64
44 O 5.65 3.30 -4.34  -0.60
45 H 5.20 2.45 -1.96  0.31
46 H 5.56 2.54 -0.23  0.33
47 H 6.87 2.37 -1.42  0.31
48 H 5.04 4.83 -1.16  0.26
49 H 6.68 4.71 -0.52  0.28
50 H 6.80 6.62 -4.62  0.32
51 H 6.31 5.55 -5.97  0.37
52 H 7.73 5.12 -4.97  0.31
53 C -4.37 -4.28 -2.29  -0.94
54 C -5.04 -3.11 -1.61  -0.24
55 O -6.26 -2.75 -2.25  -0.28
56 S -7.55 -3.71 -2.04  1.24
57 C -8.76 -2.62 -2.75  -0.93
58 O -7.81 -3.84 -0.63  -0.64
59 O -7.42 -4.86 -2.90  -0.61
60 H -4.96 -5.19 -2.19  0.33
61 H -3.39 -4.48 -1.85  0.32
62 H -4.24 -4.09 -3.36  0.28
63 H -5.20 -3.31 -0.54  0.29
64 H -4.38 -2.24 -1.67  0.21
65 H -8.84 -1.73 -2.13  0.31
66 H -9.71 -3.16 -2.77  0.37
67 H -8.45 -2.37 -3.76  0.31

Output
**Structure (SMILES)**: CC[C@@H]1CS(=O)(=O)OC[C@@H]1CCCOC(C)=O.CCOS(C)(=O)=O.CCOS(C)(=O)=O
**Relative energy (zero: lowest compared OMol25 entry of this formula, charge and spin)**: 0.5582 eV
**Kohn-Sham gap**: 10.77 eV
**HOMO level**: -10.5 eV
**Strongest force on any atom**: 6.6 eV/A

ORCA calculation (ωB97M-V with the def2-TZVPD basis set) on a cluster of 2 separate species, C2H10N2O in total.

Last column: Mulliken charge in e.
Element x y z (Å)
1 C 0.02 0.78 -1.57  -0.83
2 N -0.21 0.31 -0.10  -0.48
3 C 0.81 -0.49 0.57  -0.51
4 N 1.51 0.12 1.64  -0.56
5 H -0.73 1.55 -1.66  0.32
6 H 1.09 0.91 -1.40  0.44
7 H -0.21 -0.06 -2.34  0.19
8 H -0.47 1.14 0.46  0.22
9 H 1.49 -0.87 -0.24  0.39
10 H 0.31 -1.41 0.88  0.23
11 H 2.03 1.00 1.27  0.27
12 H 0.95 0.34 2.47  0.26
13 O -2.56 -1.10 -0.23  -0.72
14 H -2.25 -1.65 0.54  0.28
15 H -1.77 -0.58 -0.31  0.50

Output
**Structure (SMILES)**: CNCN.O
**Relative energy (zero: lowest compared OMol25 entry of this formula, charge and spin)**: 1.4071 eV
**Kohn-Sham gap**: 9.75 eV
**HOMO level**: -8.9 eV
**Strongest force on any atom**: 4.0 eV/A

ORCA calculation (ωB97M-V with the def2-TZVPD basis set) on the ion C2H10N3 with charge +2.

Last column: Mulliken charge in e.
Element x y z (Å)
1 C -0.85 -0.36 -0.42  -0.57
2 N -1.58 -1.43 -0.96  -0.06
3 H -1.14 0.62 -0.80  0.46
4 H -1.00 -0.32 0.70  0.51
5 H -2.61 -1.39 -0.90  0.37
6 H -1.22 -2.37 -0.72  0.35
7 N 0.66 -0.33 -0.63  -0.20
8 C 1.11 0.78 0.29  -0.59
9 N 0.53 0.80 1.59  -0.63
10 H 0.86 -0.07 -1.61  0.38
11 H 1.04 -1.26 -0.46  0.42
12 H 2.20 0.80 0.30  0.46
13 H 0.96 1.71 -0.27  0.45
14 H 1.17 1.24 2.26  0.34
15 H -0.14 1.57 1.64  0.30

Output
**Multiplicity**: 2
**Total charge**: +2
**Relative energy (zero: lowest compared OMol25 entry of this formula, charge and spin)**: 1.7953 eV
**Kohn-Sham gap (spin up / spin down)**: 12.15 / 5.91 eV
**Expectation value of S²**: 0.76
**HOMO level (spin up / spin down)**: -20.2 / -19.8 eV
**Strongest force on any atom**: 3.1 eV/A

ORCA calculation (ωB97M-V with the def2-TZVPD basis set) on an isolated molecule of C9H7BrO2.

Last column: Mulliken charge in e.
Element x y z (Å)
1 C -1.79 -1.01 -1.73  -1.12
2 C -0.83 0.20 -1.68  0.45
3 Br 0.64 0.00 -3.25  -0.19
4 O -1.39 1.49 -1.97  -0.35
5 C -0.85 2.41 -1.14  0.14
6 O -0.99 3.57 -1.19  -0.51
7 C 0.07 1.66 -0.14  0.12
8 C 0.82 2.09 0.95  -0.19
9 C 1.64 1.17 1.58  -0.62
10 C 1.55 -0.18 1.23  -0.46
11 C 0.78 -0.66 0.13  -0.65
12 C 0.06 0.30 -0.48  0.89
13 H -2.64 -0.76 -1.16  0.39
14 H -1.25 -1.81 -1.06  0.27
15 H -2.05 -1.25 -2.68  0.37
16 H 0.96 3.25 1.13  0.28
17 H 2.16 1.44 2.44  0.44
18 H 2.17 -0.92 1.77  0.34
19 H 0.77 -1.67 -0.26  0.42

Output
**Structure (SMILES)**: C[C@@]1(Br)OC(=O)c2ccccc21
**Relative energy (zero: lowest compared OMol25 entry of this formula, charge and spin)**: 0.0000 eV
**Kohn-Sham gap**: 9.35 eV
**HOMO level**: -9.7 eV
**Strongest force on any atom**: 5.0 eV/A

ORCA calculation (ωB97M-V with the def2-TZVPD basis set) on a structure of composition C4H4O3S.

Last column: Mulliken charge in e.
Element x y z (Å)
1 C -1.94 -1.07 0.60  0.41
2 C 1.53 1.02 -1.55  -0.30
3 C 0.11 0.22 1.04  -0.88
4 C -0.45 -0.81 0.38  0.12
5 O -2.57 -0.25 1.27  -0.72
6 O -2.37 -2.22 0.30  -0.77
7 O 1.16 -0.08 -1.44  -0.30
8 S 2.97 1.61 -1.67  -0.60
9 H 1.22 0.35 0.94  0.32
10 H 0.60 2.03 -1.67  0.17
11 H -0.34 0.98 1.64  0.29
12 H 0.07 -1.78 0.16  0.26

Output
**Total charge**: -2
**Relative energy (zero: lowest compared OMol25 entry of this formula, charge and spin)**: 1.9471 eV
**Kohn-Sham gap**: 6.24 eV
**HOMO level**: -0.7 eV
**Strongest force on any atom**: 6.4 eV/A

ORCA calculation (ωB97M-V with the def2-TZVPD basis set) on a structure of composition C46H30BrN8ORuS3.

Last column: Mulliken charge in e.
Element x y z (Å)
1 Ru -0.63 -0.09 0.30  -1.14
2 S 1.93 3.64 3.85  -0.03
3 C 2.31 4.87 4.97  -0.43
4 C 1.19 5.43 5.50  -0.60
5 C 0.00 4.86 4.98  -0.53
6 C 0.24 3.87 4.07  0.32
7 C -0.74 3.08 3.31  1.17
8 C -0.31 2.01 2.51  -1.17
9 N -1.12 1.33 1.73  0.86
10 C -2.44 1.63 1.72  -0.09
11 C -2.97 2.64 2.51  0.55
12 C -4.39 2.87 2.46  -1.18
13 C -5.20 2.10 1.70  -1.20
14 C -4.66 1.03 0.89  0.44
15 C -5.44 0.18 0.10  -0.56
16 C -4.86 -0.82 -0.63  0.70
17 C -3.46 -0.96 -0.55  -0.53
18 N -2.70 -0.16 0.16  0.89
19 C -3.28 0.83 0.89  -0.35
20 C -5.64 -1.73 -1.49  0.33
21 C -6.98 -1.69 -1.74  -0.54
22 C -7.41 -2.72 -2.63  -0.56
23 C -6.38 -3.51 -3.03  -0.37
24 S -4.89 -3.02 -2.35  -0.04
25 C -2.09 3.39 3.30  -0.77
26 H 3.34 5.10 5.18  0.43
27 H 1.21 6.22 6.23  0.39
28 H -0.99 5.17 5.28  0.39
29 H 0.73 1.69 2.48  0.50
30 H -4.81 3.67 3.06  0.46
31 H -6.26 2.27 1.68  0.45
32 H -6.52 0.32 0.08  0.40
33 H -2.94 -1.74 -1.09  0.30
34 H -7.65 -0.96 -1.31  0.36
35 H -8.43 -2.85 -2.94  0.40
36 H -6.41 -4.35 -3.70  0.43
37 H -2.47 4.21 3.89  0.38
38 C -0.78 5.43 -1.14  -0.58
39 C 0.05 4.68 -0.32  -0.94
40 C 0.05 3.30 -0.39  0.27
41 C -0.81 2.64 -1.28  -0.34
42 C -1.63 3.40 -2.12  -0.51
43 C -1.61 4.78 -2.05  -0.65
44 N -0.79 1.25 -1.30  1.96
45 N -1.15 0.70 -2.45  -0.87
46 C -0.98 -0.63 -2.47  0.35
47 C -1.28 -1.35 -3.66  -0.75
48 C -1.07 -2.70 -3.70  -0.54
49 C -0.55 -3.36 -2.58  -0.91
50 C -0.29 -2.62 -1.45  -0.71
51 N -0.51 -1.30 -1.37  1.13
52 H -0.77 6.51 -1.09  0.41
53 H 0.73 5.18 0.37  0.44
54 H 0.74 2.71 0.19  0.38
55 H -2.27 2.88 -2.83  0.44
56 H -2.24 5.36 -2.71  0.39
57 H -1.67 -0.79 -4.49  0.56
58 H -1.31 -3.25 -4.60  0.43
59 H -0.34 -4.42 -2.59  0.50
60 H 0.11 -3.08 -0.56  0.36
61 Br 5.54 -6.65 -4.14  -0.20
62 C 5.99 -4.95 -3.41  0.18
63 C 5.58 -4.62 -2.13  -0.64
64 C 5.90 -3.39 -1.61  -0.38
65 C 6.64 -2.46 -2.37  0.36
66 C 7.07 -2.83 -3.65  -0.18
67 C 6.74 -4.06 -4.18  -0.42
68 N 6.95 -1.19 -1.94  -0.85
69 N 6.47 -0.81 -0.79  -0.29
70 C 5.24 -0.41 -0.50  -0.17
71 C 4.89 -0.28 0.86  -0.65
72 C 3.59 -0.02 1.24  -0.55
73 C 2.55 0.15 0.33  0.12
74 O 1.35 0.38 0.79  0.24
75 C 2.89 0.13 -1.08  0.00
76 N 1.91 0.39 -1.97  -0.02
77 C 2.20 0.48 -3.24  -0.06
78 C 3.51 0.35 -3.74  -1.22
79 C 4.51 0.06 -2.86  -0.51
80 C 4.23 -0.09 -1.49  0.62
81 H 5.00 -5.33 -1.55  0.41
82 H 5.58 -3.12 -0.61  0.43
83 H 7.65 -2.12 -4.22  0.44
84 H 7.05 -4.33 -5.18  0.40
85 H 5.66 -0.45 1.59  0.43
86 H 3.34 0.02 2.29  0.51
87 H 1.37 0.69 -3.92  0.41
88 H 3.71 0.48 -4.80  0.41
89 H 5.53 -0.04 -3.21  0.67
90 S -0.58 -1.78 1.73  -0.36

Output
**Multiplicity**: 6
**Relative energy (zero: lowest compared OMol25 entry of this formula, charge and spin)**: 0.0000 eV
**Kohn-Sham gap (spin up / spin down)**: 4.88 / 6.16 eV
**Expectation value of S²**: 8.87
**HOMO level (spin up / spin down)**: -6.1 / -7.6 eV
**Strongest force on any atom**: 2.0 eV/A